*w*
DFT (the ωB97M-V functional and the def2-TZVPD basis) results for C6H12N2O as an isolated structure.

Geometry as XYZ:
```
21
Properties=species:S:1:pos:R:3
C 0.81632 2.52152 -0.49754
C 0.18375 0.29271 1.99030
C -1.33500 -1.85739 -0.62200
C 0.03842 0.30311 -0.89131
C -0.22613 0.12429 0.56904
C -0.07485 -1.11096 -0.23366
N 1.13771 -1.91791 -0.25684
O -0.83876 0.77032 -1.87868
N 1.03310 1.09015 -0.37522
H -1.73344 0.80340 -1.51687
H 1.78138 -1.63773 0.47838
H 1.01585 -2.91779 -0.12999
H -0.19051 2.82779 -0.18313
H 1.55304 3.04589 0.11440
H 0.95785 2.84801 -1.53345
H -0.53923 -0.21934 2.63502
H 1.17081 -0.13083 2.20495
H 0.19934 1.34802 2.27203
H -1.28633 -2.16629 -1.66842
H -1.42861 -2.75875 -0.00912
H -2.23471 -1.25821 -0.46789
```

## Properties
- multiplicity = 1
- lowest unoccupied orbital energy (eV) = 0.69
- highest occupied orbital energy (eV) = -7.96
- Kohn-Sham gap (eV) = 8.65

---

*x*
DFT (the ωB97M-V functional and the def2-TZVPD basis) results for C6H12N2O in the gas phase.

Geometry as XYZ:
```
21
Properties=species:S:1:pos:R:3
C 0.67609 -3.05860 -1.26053
C 0.32584 -1.79789 -1.51320
C -0.30313 -0.71855 -0.25861
N -1.45861 -1.22146 0.33778
C 0.36282 0.39013 -0.25469
N 1.57811 0.85279 -0.62870
C -0.56431 1.28977 1.02418
C 0.15694 2.59816 1.25052
O -1.86904 1.55496 0.60935
H 0.49048 -3.51990 -0.29579
H 1.16355 -3.68819 -1.99684
H 0.59039 -1.37835 -2.48243
H -1.35461 -1.36927 1.33649
H -1.70043 -2.10408 -0.10077
H 2.17511 0.18931 -1.10182
H 1.59692 1.79830 -0.97959
H -0.54932 0.69420 1.95105
H 0.17112 3.18939 0.33598
H 1.17422 2.42397 1.59441
H -0.36975 3.17144 2.01570
H -2.29238 0.70385 0.41751
```

## Properties
- multiplicity = 1
- lowest unoccupied orbital energy (eV) = 0.92
- highest occupied orbital energy (eV) = -7.64
- SMILES string = C=C/C(N)=C(\N)[C@@H](C)O
- Kohn-Sham gap (eV) = 8.56

---

*y*
DFT (the ωB97M-V functional and the def2-TZVPD basis) results for C6H12N2O in the gas phase.

Geometry as XYZ:
```
21
Properties=species:S:1:pos:R:3
C 0.00688 2.12710 -1.66756
C -0.42569 1.59912 -0.52651
C -0.79265 2.39001 0.68686
N -0.71061 -0.06726 -0.41763
C 0.37245 -0.64355 0.23146
C 1.67383 -0.79896 -0.51382
C -0.32734 -2.37830 0.41937
N -0.79739 -2.69145 1.65725
O -0.28563 -3.20903 -0.47165
H 0.34357 1.51553 -2.49920
H -0.01345 3.20208 -1.84742
H -0.84225 3.46635 0.47459
H -0.06878 2.24673 1.49428
H -1.78171 2.09059 1.04773
H -0.77702 -0.42668 -1.37199
H 0.51374 -0.25932 1.24473
H 2.27287 0.11372 -0.45465
H 1.50415 -1.04971 -1.56531
H 2.24108 -1.63104 -0.08383
H -1.13667 -3.63235 1.82911
H -0.96936 -1.96356 2.33419
```

## Properties
- multiplicity = 1
- lowest unoccupied orbital energy (eV) = 0.88
- highest occupied orbital energy (eV) = -8.53
- SMILES string = C=C(C)N[C@H](C)C(N)=O
- Kohn-Sham gap (eV) = 9.41

---

*z*
DFT (the ωB97M-V functional and the def2-TZVPD basis) results for a 2-piece molecular cluster, C6H12N2O overall.

Geometry as XYZ:
```
21
Properties=species:S:1:pos:R:3
H 1.72109 1.88555 -0.89358
N 1.41003 1.07873 -0.35723
C 0.31569 0.54098 -0.75701
C -0.23910 0.95207 -2.10761
C 0.22175 -1.04726 -0.49476
C -0.63812 -1.81425 -1.16542
C 1.05752 -1.59928 0.61101
H -0.04190 2.00921 -2.29093
H 0.27827 0.42057 -2.90548
H -1.30409 0.74456 -2.18075
H -1.22371 -1.48002 -2.00746
H -0.69452 -2.88371 -1.01994
H 1.41324 -2.58758 0.31547
H 1.93778 -1.02872 0.89632
H 0.43736 -1.71708 1.50080
C 0.10892 1.18660 2.19853
N -0.94950 0.77198 1.60561
O -2.13756 1.18993 2.24159
H 1.07410 0.98871 1.76278
H 0.06042 1.84790 3.06047
H -2.80768 0.54112 1.98759
```

## Properties
- multiplicity = 1
- lowest unoccupied orbital energy (eV) = 0.78
- highest occupied orbital energy (eV) = -9.31
- SMILES string = [H]/N=C(\C)C(=C)C.C=NO
- Kohn-Sham gap (eV) = 10.09

---

Stability summary - winner: *y*; margin: 1.436 eV.

---

*w*
DFT (the ωB97M-V functional and the def2-TZVPD basis) results for a 2-piece molecular cluster, C2H7NO3 overall.

Geometry as XYZ:
```
13
Properties=species:S:1:pos:R:3
O 1.10309 -0.56452 -0.83406
C 0.24139 0.16461 -1.30141
O 0.24267 0.69282 -2.53821
C -0.89767 0.72819 -0.50026
N -0.92354 0.45174 0.92068
H 0.75303 0.13653 -3.05141
H -1.78560 0.34640 -1.09908
H -0.85402 1.83821 -0.66831
H 0.00437 -0.12510 1.09536
H -0.81505 1.33544 1.44547
H 0.75231 -0.92733 2.23428
H 0.81620 -2.42360 2.25642
O 1.36284 -1.65338 2.04052
```

## Properties
- multiplicity = 2
- charge = +1
- lowest unoccupied orbital energy (alpha / beta) (eV) = -4.01 / -10.10
- highest occupied orbital energy (alpha / beta) (eV) = -15.56 / -15.53
- Kohn-Sham gap (alpha / beta) (eV) = 11.56 / 5.43

---

*x*
DFT (the ωB97M-V functional and the def2-TZVPD basis) results for a 2-piece molecular cluster, C2H7NO3 overall.

Geometry as XYZ:
```
13
Properties=species:S:1:pos:R:3
N 0.97323 -0.65172 -0.90741
C -0.38089 -1.05816 -1.17277
O -1.34286 -0.34560 -0.55954
H 1.20151 0.27327 -1.27552
H 1.60918 -1.28558 -1.39703
H -0.51592 -2.09854 -0.86677
H -0.55230 -1.04457 -2.28644
H -1.11246 0.62374 -0.50811
O -0.57990 1.78786 0.77396
C -0.08537 1.51803 1.84111
O 0.42208 0.35617 2.20602
H -0.08200 2.18034 2.70506
H 0.44571 -0.25524 1.44744
```

## Properties
- multiplicity = 2
- charge = +1
- lowest unoccupied orbital energy (alpha / beta) (eV) = -3.70 / -9.68
- highest occupied orbital energy (alpha / beta) (eV) = -15.62 / -15.45
- Kohn-Sham gap (alpha / beta) (eV) = 11.92 / 5.77

---

Stability summary - winner: *x*; margin: 0.762 eV.

---

*w*
DFT (the ωB97M-V functional and the def2-TZVPD basis) results for a 2-piece molecular cluster, C5H15NOS overall.

Geometry as XYZ:
```
23
Properties=species:S:1:pos:R:3
C 1.42303 -2.28126 -0.50611
C 0.44744 -1.09474 -0.61416
N 0.83683 -0.03986 0.32619
C -0.06586 1.10295 0.51202
C -1.40495 0.91436 1.24761
C -2.53915 0.05348 0.52193
S -2.65717 0.26269 -1.19853
H 1.27155 -2.97663 -1.32272
H 2.42305 -1.84092 -0.56198
H 1.33748 -2.75700 0.47118
H -0.56118 -1.49876 -0.66163
H 0.68315 -0.66482 -1.60123
H 0.82293 -0.58343 1.19527
H -0.30100 1.68976 -0.37692
H 0.45637 1.79665 1.17320
H -1.26380 0.50204 2.24282
H -1.87860 1.89449 1.30251
H -2.28190 -0.98993 0.70428
H -3.47006 0.22161 1.06558
H -3.06079 1.53053 -1.31989
O 3.28090 1.98504 -0.84861
H 3.57893 1.40349 -1.56056
H 2.92279 1.37026 -0.19021
```

## Properties
- multiplicity = 1
- lowest unoccupied orbital energy (eV) = 0.77
- highest occupied orbital energy (eV) = -9.06
- SMILES string = CCNCCCS.O
- Kohn-Sham gap (eV) = 9.83

---

*x*
DFT (the ωB97M-V functional and the def2-TZVPD basis) results for a 2-piece molecular cluster, C5H15NOS overall.

Geometry as XYZ:
```
23
Properties=species:S:1:pos:R:3
C 0.06250 -0.97181 2.57351
N -0.12303 -0.29770 1.28977
C 0.97334 -0.45053 0.34895
C 2.38446 -0.26483 0.90376
C 0.80563 0.45054 -0.88839
C -0.34577 0.01529 -1.81729
S -1.20366 1.43394 -2.57838
H 0.52989 -1.93960 2.36448
H -0.92585 -1.25185 2.93594
H 0.52242 -0.37825 3.35582
H -0.19878 0.70752 1.41884
H 0.97306 -1.43946 -0.11294
H 2.42481 -0.55385 1.95352
H 2.65958 0.80602 0.89026
H 3.12213 -0.81917 0.32454
H 1.72992 0.29153 -1.44273
H 0.85224 1.48786 -0.60262
H -1.05930 -0.46697 -1.14705
H -0.06020 -0.68810 -2.59973
H -0.71867 1.33585 -3.81822
O -4.22291 0.99391 -0.71395
H -3.51491 0.54406 -1.19558
H -4.66692 1.45561 -1.44251
```

## Properties
- multiplicity = 1
- lowest unoccupied orbital energy (eV) = 0.75
- highest occupied orbital energy (eV) = -8.90
- SMILES string = CN[C@H](C)CCS.O
- Kohn-Sham gap (eV) = 9.65

---

Stability summary - winner: *x*; margin: 0.088 eV.